1.
Below is a structure of composition C34H35As2BrNO5RuSTe in a non-equilibrium geometry, with properties calculated with the ωB97M-V functional and the def2-TZVPD basis.

* molecular weight: 1028.1 g/mol
* ⟨S²⟩: 0.985
* LUMO energy (spin up / spin down): 0.0026 / -0.0095 hartree

Geometry as ORCA input:
```
! wB97M-V def2-TZVPD RIJCOSX def2/J DEFGRID3
* xyz 0 2
Te 1.2286 0.7306 -2.4875
Ru 0.4941 0.4072 -0.0613
Br 2.0019 3.1360 0.8657
As -1.6908 1.3380 -0.1259
As -0.0468 0.2784 2.2654
S -0.1834 0.5340 -5.4919
O 1.4083 -2.3628 -1.7588
O 2.4643 -7.3438 -1.0771
O 6.7659 1.2462 0.1835
O 2.1267 -7.8228 1.1548
O 0.8075 -1.7207 0.3162
N 2.7218 0.4966 0.4991
C 4.9426 -0.3291 0.1898
C -1.8380 -2.4558 -0.8634
C -1.9559 2.2286 1.6115
C -0.3856 0.4325 -3.7870
C -4.9245 -4.1570 0.3014
C 1.8622 -4.9556 -0.9279
C 1.4389 -3.9658 -0.0301
C 1.3293 0.2831 3.6471
C -3.0840 -3.0809 -0.8772
C -3.0007 3.8567 3.0458
C -1.1975 1.7789 2.6923
C -3.4296 0.4414 -0.2552
C 3.2381 1.7199 0.5859
C -2.5134 -0.0120 -4.6334
C -3.8213 -3.2342 -2.0818
C -5.6282 -4.2925 -0.8951
C -1.3425 2.3656 3.9422
C -1.8334 0.1908 -5.7947
C 2.5333 -8.3721 -0.0976
C -1.9837 2.8315 -1.3433
C 1.4485 -5.5474 1.8185
C 2.0627 -6.2091 -0.4173
C 4.5777 2.0206 0.4947
C -5.0643 -3.8269 -2.0830
C -2.2382 3.4120 4.1164
C 3.5805 -0.5082 0.2981
C -3.6809 -3.5652 0.3175
C 1.2007 -2.5740 -0.5708
C -1.6835 0.1238 -3.4890
C -2.8657 3.2617 1.7985
C 1.8608 -6.5005 0.9229
C -1.1796 -1.1884 2.8575
C 5.4555 0.9616 0.2851
C 1.2409 -4.2613 1.3110
H -5.6082 -3.9354 -3.0131
H -1.7627 2.4947 -2.3538
H -1.4265 -1.0761 3.9125
H -3.4654 3.6199 0.9696
H -3.5814 0.0534 -1.2606
H -2.0955 -1.1668 2.2660
H 1.8081 1.2618 3.6702
H 7.2734 0.4410 0.0318
H 2.0693 -0.4736 3.3900
H 1.8565 -9.1843 -0.3715
H 1.2909 -5.7854 2.8613
H 0.9200 -3.4672 1.9697
H -0.7533 2.0158 4.7823
H 3.1365 -1.4914 0.2234
H -5.3593 -4.5224 1.2235
H -2.0170 -0.0235 -2.4773
H -3.7006 4.6710 3.1821
H -1.2914 3.6301 -1.0797
H -0.6695 -2.1327 2.6799
H -1.2803 -2.3430 0.0554
H -6.6037 -4.7604 -0.9024
H 5.5881 -1.1809 0.0186
H -3.1330 -3.4671 1.2479
H 3.5625 -8.7315 -0.0164
H 0.9074 0.0585 4.6259
H 4.9397 3.0345 0.5689
H -2.2116 0.1447 -6.8031
H -4.2183 1.1546 -0.0160
H -2.3440 3.8786 5.0874
H -3.0100 3.1935 -1.2920
H -3.4670 -0.3968 0.4396
H -1.3742 -2.0885 -1.7682
H -3.5671 -0.2536 -4.5943
H -3.3809 -2.8790 -3.0067
H 2.0058 -4.7120 -1.9707
*
```

2.
Below is an isolated molecule of C2H2N2O2 in a non-equilibrium geometry, with properties calculated with the ωB97M-V functional and the def2-TZVPD basis.

* molecular weight: 86.0 g/mol
* SMILES: Oc1cnno1
* LUMO energy: 0.0074 hartree

Geometry as ORCA input:
```
! wB97M-V def2-TZVPD RIJCOSX def2/J DEFGRID3
* xyz 0 1
O 1.8211 0.0076 -0.1429
O -0.1654 -1.1755 -0.0692
N -1.3714 -1.0555 -0.0311
N -1.7862 0.2842 -0.1601
C -0.5784 0.9365 -0.1078
C 0.4071 -0.0434 -0.0516
H 2.2766 -0.9381 0.1464
H -0.6032 1.9842 0.4163
*
```

3.
Below is a cluster of 30 separate species, C6H74NO31 in total in a non-equilibrium geometry, with properties calculated with the ωB97M-V functional and the def2-TZVPD basis.

* molecular weight: 656.6 g/mol
* LUMO energy: -0.1168 hartree

Geometry as ORCA input:
```
! wB97M-V def2-TZVPD RIJCOSX def2/J DEFGRID3
* xyz 1 1
O 2.0752 -0.8896 -1.4373
O -0.6508 4.5364 -0.1653
O 3.4532 -2.1006 -0.0443
O 0.4642 -1.6346 2.7707
O -4.9868 2.0464 -6.4133
O 3.7242 -1.7586 2.6867
O 2.7172 1.2944 -3.1023
O 3.6492 1.9884 3.7647
O -3.4908 -1.8386 -0.7203
O -1.8848 -2.4516 3.9447
O -1.0418 1.9264 -7.3273
O -5.8108 1.3064 -1.4593
O 2.7022 -5.8336 2.8107
O 1.1212 4.2024 -3.4953
O -0.5368 2.7734 1.8727
O -5.8478 0.1664 -4.2623
O 1.8062 3.0104 3.2667
O 2.6542 1.9184 0.2007
O 3.3702 -0.2376 5.2047
O -0.7398 3.8044 -5.4163
O -0.6228 -2.0536 -2.2423
O -2.5978 -0.5426 -6.7333
O 0.3642 -4.2276 6.9687
O -2.4718 4.5004 -2.4223
O -3.7448 0.6694 1.4547
O -0.0278 -5.1786 2.0147
O 2.3442 4.1714 -1.3923
O 2.4322 -4.8886 5.3987
O 2.0442 -2.2586 6.9767
O -1.0468 -4.1936 -0.3863
O -1.6278 2.0594 -2.9263
N 0.0342 0.5614 -0.0613
C -0.5818 1.6494 -2.1273
C -1.1198 0.9934 -0.8963
C -2.2628 0.9894 -3.6463
C 0.9442 -0.6406 1.9247
C 1.4242 -2.2566 3.5757
C -0.1928 -0.4676 0.9657
H -1.3398 4.4744 -0.8163
H -1.0368 -1.9616 3.4917
H 2.9052 0.0964 5.8087
H 3.2612 -4.2966 5.6197
H 3.5882 -0.9106 3.3597
H 1.9132 -0.9126 1.3587
H -3.3678 -2.2526 0.1307
H 1.9942 -1.4386 7.5387
H -0.5968 3.3954 1.1317
H -4.2838 2.2304 -6.9873
H -1.7268 0.1344 -1.1803
H 1.9612 -2.8066 3.0317
H -2.3038 3.6834 -3.0053
H -2.8908 1.5924 -4.4293
H -5.6558 1.4134 -6.8483
H 4.1862 -1.5226 -0.1593
H -0.3828 4.6364 -5.9633
H 3.8692 1.3354 4.4327
H 1.8522 3.8404 -2.1473
H 0.0482 1.3344 -2.6603
H 2.7172 -1.3066 -0.8753
H -1.7178 1.4824 -0.2603
H 1.0472 -4.9306 7.1197
H 1.1642 3.2094 2.7337
H 3.2932 4.1394 -1.6423
H -6.3338 -0.5266 -4.6103
H -2.6978 -1.9546 -1.2053
H 3.4832 1.9764 0.6107
H -3.9738 0.3604 0.6467
H -3.0898 4.9284 -2.9163
H -1.9628 -1.4086 -6.6383
H 2.4162 -0.0726 -1.7353
H -0.5018 -5.1056 2.7307
H -0.6998 -4.6166 0.4347
H 0.8692 -5.5286 2.2877
H 2.9532 -2.5386 7.1427
H 2.6082 1.7234 -3.8553
H 1.8982 4.4734 -3.9033
H -6.5368 1.7704 -1.4033
H 3.0702 -5.3636 2.1177
H 3.7492 1.1984 -3.0913
H -3.3768 -0.7246 -7.1043
H 0.3692 1.3854 0.6687
H 2.0542 -5.3266 6.0627
H -4.1128 0.1304 2.0557
H -5.6208 0.9894 -2.4113
H 0.7232 4.9644 -3.0073
H -1.1078 -0.1316 1.6687
H 0.3402 -1.9556 -2.0303
H 1.5912 2.3904 3.9967
H 1.3772 0.3074 2.3747
H -0.5418 -4.7286 -0.8673
H 0.9632 -3.5446 6.6807
H 2.9942 -5.2386 3.5457
H 0.8742 -2.9006 4.1107
H -0.7528 2.4584 -6.5643
H -0.1678 5.0914 -0.6723
H -0.4888 -1.3816 0.2597
H 1.8802 -1.5596 4.3677
H -0.8438 -2.7776 -1.6283
H -1.2068 1.0484 -7.1093
H -1.9778 -3.3386 4.0327
H 0.9982 0.1604 -0.4333
H -0.1168 3.8124 -4.5443
H 3.4832 -2.1046 0.7767
H -1.6738 0.2534 -4.3103
H -1.4938 2.8554 2.3517
H 2.5782 2.6194 -0.4173
H 2.7702 2.2014 4.2147
H 4.5192 -2.3256 3.1147
H 0.0242 2.3244 -1.7883
H -4.8928 0.3154 -4.7843
H 3.9232 -0.7506 5.8367
H -2.8788 0.3864 -2.9663
*
```

What relative energy (zero: lowest compared OMol25 entry of this formula, charge and spin) values result from the calculations? In sequence: 1.608, 4.603, 6.189 eV.